1.
Computed, not measured: a single C5H8N2S3 molecule at a distorted geometry, with the ωB97M-V functional and the def2-TZVPD basis.

Values from the calculation:
HOMO (alpha / beta): -0.1897 / -0.2935 Eh
calculated total energy: -40793.8005 eV
orbital gap (alpha / beta): 5.85 / 6.02 eV
2S+1: 3
⟨S²⟩: 2.0319
F_max: 5.08 eV Å⁻¹

Last column: Löwdin spin population.
Element x y z (Å)
S (2.8700, 0.6459, 0.7864)  0.20
S (-0.0226, -1.7598, 0.9212)  0.26
S (-2.6830, 0.3131, 0.9122)  0.29
N (1.1215, 0.7445, 0.3088)  0.08
N (-1.3798, 0.7655, 0.0949)  0.45
C (-3.0704, -1.2507, -0.0091)  0.05
C (0.5403, 1.9592, -0.2951)  0.19
C (0.3343, -0.2353, 0.5727)  0.41
C (3.2512, -0.9326, -0.1347)  0.01
C (-0.8167, 1.9700, -0.2028)  0.00
H (-2.7268, -2.1372, 0.2616)  0.01
H (4.1533, -1.2366, 0.2954)  0.00
H (-2.9386, -1.1043, -1.0561)  0.00
H (2.3112, -1.4160, 0.1456)  0.00
H (-1.2875, 2.8468, -0.6201)  0.01
H (3.2408, -0.5819, -1.2732)  0.00
H (-4.1671, -1.3401, 0.0026)  0.01
H (1.2699, 2.7495, -0.7104)  0.01

2.
Computed, not measured: C5H8N3 as an isolated structure at a distorted geometry, with the ωB97M-V functional and the def2-TZVPD basis.

Values from the calculation:
HOMO: -0.5570 Eh
calculated total energy: -9775.2416 eV
total charge: +1
orbital gap: 10.29 eV
2S+1: 1
F_max: 5.46 eV Å⁻¹

Last column: natural (NBO) charge in e.
Element x y z (Å)
N (-0.5357, -1.2359, -0.8132)  -0.53
N (-3.4722, 0.6717, 0.4166)  -0.32
N (0.5778, -0.7537, 0.9801)  -0.49
C (0.0067, -1.7109, 0.2683)  0.40
C (1.5438, 1.2679, -0.0263)  -0.60
C (-2.4689, 0.5460, -0.1212)  0.13
C (-0.6158, 0.2213, -0.7282)  0.08
C (0.2699, 0.5332, 0.4631)  -0.14
H (1.5388, 2.2960, 0.0622)  0.25
H (-1.0006, -1.9385, -1.3733)  0.46
H (0.0402, -2.8180, 0.4464)  0.27
H (-0.7113, 0.5954, -1.7360)  0.28
H (2.3286, 0.9697, 0.5455)  0.23
H (-0.3776, 1.2521, 0.9923)  0.29
H (1.0812, -0.9790, 1.7919)  0.45
H (1.7953, 1.0827, -1.1683)  0.23

- The highest 2S+1 belongs to which entry?
  C5H8N2S3

- The highest F_max belongs to which entry?
  C5H8N3

- Among the records above, which one has the lowest calculated total energy?
  C5H8N2S3

- What is the formula in the second record?
  C5H8N3